The following is a DFT calculation (ωB97M-V with the def2-TZVPD basis set) of a molecular structure, C23H22Cl2N5PdSi in a non-equilibrium geometry.

```
54
Properties=species:S:1:pos:R:3
Pd 0.03 -0.19 -0.48
C -5.47 0.28 2.33
C -5.90 -0.38 1.18
C -5.14 -0.36 0.02
C -3.93 0.33 0.02
C -3.48 0.98 1.17
C -4.26 0.96 2.31
N -3.14 0.36 -1.15
N -2.21 1.39 -1.28
C -1.37 0.98 -2.19
C -0.34 1.70 -2.88
C 0.26 1.10 -3.93
C -0.11 -0.22 -4.36
C -1.07 -0.90 -3.70
N -1.68 -0.31 -2.63
H -6.07 0.26 3.23
H -6.84 -0.92 1.19
H -5.46 -0.88 -0.87
H -2.52 1.48 1.15
H -3.91 1.46 3.20
H -0.07 2.67 -2.51
H 1.04 1.62 -4.47
H 0.40 -0.69 -5.19
H -1.37 -1.91 -3.93
N -3.46 -1.84 -1.98
C -2.83 -0.74 -1.93
H -2.95 -2.54 -2.51
Cl 2.77 -1.73 1.46
C 2.44 -3.02 0.35
C 3.35 -4.04 0.22
C 3.13 -5.11 -0.65
C 1.94 -5.13 -1.37
C 1.03 -4.11 -1.25
Cl -0.44 -4.18 -2.19
C 1.20 -2.97 -0.39
N 0.27 -2.05 -0.28
H 4.26 -3.99 0.81
H 3.85 -5.90 -0.75
H 1.72 -5.94 -2.06
C 3.57 1.76 3.65
Si 2.91 2.82 2.24
C 4.38 3.49 1.27
C 1.99 4.28 2.98
C 1.84 1.83 1.18
C 1.14 1.05 0.55
H 4.27 2.32 4.28
H 4.08 0.88 3.26
H 2.75 1.41 4.28
H 5.04 4.08 1.91
H 4.03 4.13 0.45
H 4.95 2.68 0.83
H 2.64 4.88 3.62
H 1.14 3.93 3.59
H 1.59 4.92 2.20
```

Summary:
LUMO (spin up / spin down): 0.087 / 0.087 hartree
Total energy: -68059.45250 eV
HOMO-LUMO gap (spin up / spin down): 5.96 / 5.96 eV
Net charge: -1
Energy relative to the best compared isomer or geometry (same formula, charge and spin): 0.0 kcal per mole
2S+1: 1
HOMO energy (spin up / spin down): -3.605 / -3.606 eV



The following is a DFT calculation (ωB97M-V with the def2-TZVPD basis set) of a molecular structure, C23H22ClN6O2PdS.

```
56
Properties=species:S:1:pos:R:3
Pd -0.71 -0.61 0.78
C 3.82 -0.60 4.08
C 2.43 -1.07 4.27
N 1.96 -1.68 5.31
N 0.64 -1.90 5.02
C 0.27 -1.45 3.82
S -1.26 -1.51 3.11
N 1.43 -0.93 3.32
N 1.52 -0.33 2.07
H 4.38 -0.79 4.99
H 3.84 0.47 3.86
H 4.30 -1.13 3.25
H 0.05 -2.36 5.68
H 1.45 0.68 2.17
H 2.40 -0.58 1.64
O 4.91 -1.93 -4.28
C 4.50 -0.65 -4.21
O 5.04 0.19 -4.87
C 3.36 -0.32 -3.28
C 2.79 -1.22 -2.39
C 1.75 -0.81 -1.56
C 1.27 0.48 -1.63
C 1.85 1.39 -2.51
C 2.89 0.99 -3.33
N 0.19 0.81 -0.75
C -0.52 1.85 -0.95
C -1.60 2.24 -0.03
C -2.36 3.37 -0.27
C -3.36 3.70 0.63
C -3.56 2.90 1.73
C -2.75 1.77 1.90
N -1.79 1.45 1.04
H 4.35 -2.51 -3.75
H 3.13 -2.24 -2.30
H 1.29 -1.51 -0.87
H 1.54 2.43 -2.56
H 3.36 1.68 -4.01
H -0.36 2.50 -1.81
H -2.17 3.97 -1.15
H -3.97 4.58 0.47
H -4.32 3.12 2.46
H -2.88 1.10 2.74
Cl -4.00 -2.02 1.17
C -3.46 -1.29 -0.31
C -4.29 -0.38 -0.93
C -3.92 0.19 -2.14
C -2.72 -0.19 -2.75
C -1.88 -1.08 -2.12
C -2.19 -1.65 -0.85
C -1.29 -2.55 -0.23
H -5.24 -0.14 -0.47
H -4.59 0.89 -2.63
H -2.45 0.21 -3.72
H -0.95 -1.37 -2.59
H -0.48 -2.94 -0.84
H -1.63 -3.21 0.56
```

Summary:
LUMO (spin up / spin down): -0.138 / -0.143 hartree
Total energy: -64074.87131 eV
HOMO-LUMO gap (spin up / spin down): 5.74 / 7.34 eV
Net charge: +1
2S+1: 3
HOMO energy (spin up / spin down): -9.506 / -11.227 eV



The following is a DFT calculation (ωB97M-V with the def2-TZVPD basis set) of a molecular structure, C23H22ClNPYb in a non-equilibrium geometry.

```
49
Properties=species:S:1:pos:R:3
Yb 0.89 0.38 2.31
Cl -0.90 -0.62 3.62
P 0.09 -0.89 -0.05
C 1.78 -0.33 -0.59
C 2.02 0.39 -1.77
C 3.28 0.94 -2.01
C 4.35 0.69 -1.15
C 4.15 -0.09 -0.02
C 2.87 -0.58 0.29
C 0.07 -2.68 -0.08
C -0.83 -3.36 0.77
C -0.87 -4.75 0.70
C 0.05 -5.51 -0.03
C 1.01 -4.78 -0.76
C 1.07 -3.39 -0.77
C -1.14 -0.37 -1.25
C -2.16 0.56 -0.95
C -3.11 0.93 -1.92
C -3.04 0.39 -3.20
C -2.05 -0.54 -3.50
C -1.13 -0.93 -2.54
H -1.43 -2.78 1.51
H -1.62 -5.26 1.28
H 0.08 -6.62 0.03
H 1.78 -5.33 -1.28
H 1.88 -2.86 -1.28
H 1.19 0.52 -2.48
H 3.40 1.54 -2.91
H 5.30 1.16 -1.37
H 4.99 -0.30 0.63
H 2.76 -1.23 1.16
H -2.13 1.04 0.02
H -3.87 1.67 -1.66
H -3.80 0.68 -3.93
H -1.99 -0.92 -4.53
H -0.35 -1.61 -2.86
H 0.77 1.98 0.45
H 0.02 1.78 0.64
C -1.78 4.79 2.59
C -2.43 3.70 3.19
C -1.78 2.45 3.13
N -0.57 2.29 2.57
C 0.17 3.41 2.32
C -0.48 4.62 2.09
H -2.21 5.79 2.60
H -3.44 3.75 3.63
H -2.17 1.58 3.62
H 1.25 3.28 2.13
H 0.08 5.42 1.58
```

Summary:
LUMO (spin up / spin down): -0.280 / -0.320 hartree
Total energy: -79023.62261 eV
HOMO-LUMO gap (spin up / spin down): 6.87 / 5.78 eV
Net charge: +2
2S+1: 2
HOMO energy (spin up / spin down): -14.477 / -14.478 eV



The following is a DFT calculation (ωB97M-V with the def2-TZVPD basis set) of a molecular structure, C23H22CrFN6O8S2 in a non-equilibrium geometry.

```
63
Properties=species:S:1:pos:R:3
Cr 0.63 -0.79 1.29
C -3.14 -2.58 0.91
C -1.89 -2.00 1.46
N -0.74 -2.11 0.87
N -0.71 -2.72 -0.37
C 0.34 -3.58 -0.65
N 0.76 -3.57 -1.93
S 0.87 -4.63 0.50
C -1.82 -1.18 2.65
C -2.83 -0.99 3.59
C -2.60 -0.18 4.68
C -1.35 0.42 4.83
C -0.39 0.21 3.86
N -0.62 -0.55 2.79
H -2.92 -3.49 0.36
H -3.60 -1.87 0.21
H -3.86 -2.80 1.70
H -1.04 -2.11 -1.12
H 0.82 -2.67 -2.40
H 1.53 -4.19 -2.12
H -3.78 -1.49 3.47
H -3.38 -0.02 5.41
H -1.13 1.04 5.69
H 0.59 0.65 3.91
O 3.83 -2.58 2.88
C 3.13 -1.90 2.16
O 1.85 -1.72 2.34
C 3.76 -1.18 0.97
C 5.09 -0.85 1.06
C 5.73 -0.21 0.00
C 5.07 0.00 -1.19
C 3.75 -0.39 -1.33
C 3.01 -0.92 -0.21
O 1.75 -1.11 -0.28
N 3.11 -0.15 -2.60
O 3.62 0.67 -3.35
O 2.12 -0.79 -2.91
N 7.10 0.24 0.14
O 7.63 0.10 1.23
O 7.65 0.73 -0.83
H 5.64 -1.08 1.96
H 5.58 0.47 -2.02
C -4.14 3.28 -4.75
C -3.53 2.80 -3.46
C -2.19 2.43 -3.41
C -1.62 1.99 -2.22
C -2.40 1.95 -1.08
C -3.75 2.28 -1.11
C -4.30 2.71 -2.31
S -1.63 1.44 0.46
C -0.57 2.88 0.71
O -0.69 0.34 0.02
H -3.38 3.52 -5.49
H -4.74 4.18 -4.57
H -4.80 2.52 -5.17
H -1.57 2.47 -4.30
H -0.59 1.67 -2.18
H -4.35 2.20 -0.22
H -5.35 2.98 -2.35
H -0.07 3.12 -0.23
H 0.17 2.60 1.46
H -1.19 3.71 1.06
F 1.49 0.83 1.54
```

Summary:
LUMO (spin up / spin down): -0.057 / -0.055 hartree
Total energy: -102333.97908 eV
HOMO-LUMO gap (spin up / spin down): 6.72 / 6.47 eV
Energy relative to the best compared isomer or geometry (same formula, charge and spin): 19.9 kcal per mole
2S+1: 2
HOMO energy (spin up / spin down): -8.268 / -7.984 eV



Please write out number 2 again, unchanged.
The following is a DFT calculation (ωB97M-V with the def2-TZVPD basis set) of a molecular structure, C23H22ClN6O2PdS.

```
56
Properties=species:S:1:pos:R:3
Pd -0.71 -0.61 0.78
C 3.82 -0.60 4.08
C 2.43 -1.07 4.27
N 1.96 -1.68 5.31
N 0.64 -1.90 5.02
C 0.27 -1.45 3.82
S -1.26 -1.51 3.11
N 1.43 -0.93 3.32
N 1.52 -0.33 2.07
H 4.38 -0.79 4.99
H 3.84 0.47 3.86
H 4.30 -1.13 3.25
H 0.05 -2.36 5.68
H 1.45 0.68 2.17
H 2.40 -0.58 1.64
O 4.91 -1.93 -4.28
C 4.50 -0.65 -4.21
O 5.04 0.19 -4.87
C 3.36 -0.32 -3.28
C 2.79 -1.22 -2.39
C 1.75 -0.81 -1.56
C 1.27 0.48 -1.63
C 1.85 1.39 -2.51
C 2.89 0.99 -3.33
N 0.19 0.81 -0.75
C -0.52 1.85 -0.95
C -1.60 2.24 -0.03
C -2.36 3.37 -0.27
C -3.36 3.70 0.63
C -3.56 2.90 1.73
C -2.75 1.77 1.90
N -1.79 1.45 1.04
H 4.35 -2.51 -3.75
H 3.13 -2.24 -2.30
H 1.29 -1.51 -0.87
H 1.54 2.43 -2.56
H 3.36 1.68 -4.01
H -0.36 2.50 -1.81
H -2.17 3.97 -1.15
H -3.97 4.58 0.47
H -4.32 3.12 2.46
H -2.88 1.10 2.74
Cl -4.00 -2.02 1.17
C -3.46 -1.29 -0.31
C -4.29 -0.38 -0.93
C -3.92 0.19 -2.14
C -2.72 -0.19 -2.75
C -1.88 -1.08 -2.12
C -2.19 -1.65 -0.85
C -1.29 -2.55 -0.23
H -5.24 -0.14 -0.47
H -4.59 0.89 -2.63
H -2.45 0.21 -3.72
H -0.95 -1.37 -2.59
H -0.48 -2.94 -0.84
H -1.63 -3.21 0.56
```

Summary:
LUMO (spin up / spin down): -0.138 / -0.143 hartree
Total energy: -64074.87131 eV
HOMO-LUMO gap (spin up / spin down): 5.74 / 7.34 eV
Net charge: +1
2S+1: 3
HOMO energy (spin up / spin down): -9.506 / -11.227 eV



Which of these has the lowest total energy? C23H22CrFN6O8S2